[1]
Formula: C53H146CdN9O17
Source: the Open Molecules 2025 dataset
Level of theory: ωB97M-V/def2-TZVPD

Atoms and positions in Å:
Cd (7.67, -15.37, 26.28)
C (2.49, -11.35, 27.53)
C (1.74, -12.55, 26.83)
C (0.28, -12.24, 26.62)
C (0.02, -11.15, 25.54)
C (0.65, -11.56, 24.19)
C (2.18, -11.94, 24.31)
N (2.36, -12.84, 25.48)
O (3.47, -13.80, 25.50)
C (3.05, -10.67, 24.50)
C (2.61, -12.63, 22.98)
C (1.69, -13.73, 27.84)
H (2.72, -11.54, 28.58)
H (1.84, -10.47, 27.58)
H (3.32, -10.94, 26.94)
H (-0.20, -11.90, 27.54)
H (-0.26, -13.12, 26.27)
H (0.31, -10.13, 25.79)
H (-1.06, -11.15, 25.39)
H (0.35, -10.79, 23.48)
H (0.15, -12.46, 23.83)
H (2.67, -10.06, 25.32)
H (3.10, -10.10, 23.57)
H (4.09, -10.79, 24.83)
H (1.93, -13.34, 22.51)
H (3.64, -12.99, 22.92)
H (2.66, -11.86, 22.20)
H (1.27, -14.68, 27.51)
H (1.16, -13.29, 28.67)
H (2.72, -14.04, 28.05)
C (-2.59, -14.31, 33.55)
C (-1.91, -13.33, 34.50)
C (-2.28, -11.86, 34.15)
O (-2.30, -13.57, 35.81)
H (-3.67, -14.39, 33.45)
H (-2.35, -15.34, 33.83)
H (-2.19, -14.14, 32.55)
H (-0.83, -13.50, 34.60)
H (-3.31, -11.84, 33.81)
H (-1.66, -11.56, 33.31)
H (-2.19, -11.13, 34.95)
H (-1.97, -14.43, 36.10)
C (2.60, -2.02, 27.93)
C (2.83, -2.85, 26.71)
C (2.15, -4.27, 26.75)
O (2.57, -2.17, 25.54)
H (3.10, -1.06, 27.83)
H (3.07, -2.49, 28.80)
H (1.54, -1.78, 27.98)
H (3.89, -3.11, 26.76)
H (2.40, -4.81, 25.84)
H (1.06, -4.24, 26.80)
H (2.60, -4.85, 27.56)
H (1.65, -1.87, 25.55)
C (-6.49, -12.15, 19.92)
C (-5.35, -12.07, 18.89)
C (-3.95, -11.96, 19.52)
O (-5.32, -13.30, 18.21)
H (-6.42, -11.33, 20.64)
H (-6.46, -12.99, 20.60)
H (-7.45, -12.13, 19.39)
H (-5.49, -11.18, 18.29)
H (-3.14, -11.85, 18.80)
H (-3.78, -12.85, 20.13)
H (-3.96, -11.23, 20.33)
H (-6.23, -13.58, 18.05)
C (-2.06, -20.85, 30.98)
C (-1.33, -21.08, 29.66)
C (-0.54, -22.42, 29.61)
O (-2.14, -20.86, 28.54)
H (-1.39, -20.92, 31.85)
H (-2.85, -21.56, 31.21)
H (-2.53, -19.87, 30.97)
H (-0.67, -20.22, 29.53)
H (0.49, -22.18, 29.87)
H (-0.36, -22.93, 28.67)
H (-0.84, -23.15, 30.37)
H (-2.77, -20.15, 28.67)
O (-6.44, -10.67, 27.19)
H (-6.02, -10.42, 28.01)
H (-5.75, -11.13, 26.71)
O (8.46, -7.90, 24.49)
H (8.62, -7.25, 25.17)
H (7.55, -7.75, 24.23)
O (8.07, -16.65, 23.24)
H (7.86, -15.97, 22.59)
H (8.26, -17.43, 22.72)
O (8.60, -12.43, 24.64)
H (8.00, -11.72, 24.42)
H (9.44, -12.15, 24.28)
C (7.76, -6.25, 31.05)
C (8.34, -5.00, 30.40)
C (9.21, -4.06, 31.30)
O (10.14, -4.88, 32.00)
C (11.13, -4.43, 32.95)
N (9.19, -5.48, 29.32)
H (8.37, -6.81, 31.77)
H (7.51, -6.95, 30.26)
H (6.89, -5.92, 31.61)
H (7.54, -4.44, 29.94)
H (8.59, -3.56, 32.05)
H (9.76, -3.32, 30.72)
H (11.40, -5.24, 33.63)
H (10.82, -3.59, 33.56)
H (12.05, -4.11, 32.45)
H (9.80, -6.18, 29.72)
H (9.85, -4.74, 29.14)
C (-9.32, -18.58, 28.66)
C (-9.24, -18.50, 27.12)
C (-7.76, -18.59, 26.52)
O (-6.78, -17.80, 27.08)
C (-7.01, -16.41, 26.97)
N (-10.04, -19.64, 26.57)
H (-8.93, -19.53, 29.04)
H (-10.35, -18.41, 28.97)
H (-8.77, -17.67, 28.88)
H (-9.85, -17.66, 26.79)
H (-7.74, -18.61, 25.43)
H (-7.40, -19.61, 26.68)
H (-7.98, -16.04, 27.32)
H (-6.92, -16.27, 25.89)
H (-6.22, -15.78, 27.37)
H (-10.61, -20.06, 27.28)
H (-9.42, -20.42, 26.37)
C (3.18, -18.61, 34.77)
C (4.30, -18.22, 35.83)
C (4.26, -16.87, 36.50)
O (3.09, -16.56, 37.16)
C (2.97, -15.32, 37.79)
N (4.34, -19.27, 36.88)
H (2.15, -18.70, 35.14)
H (3.39, -19.58, 34.32)
H (3.18, -17.79, 34.05)
H (5.15, -18.40, 35.17)
H (4.37, -16.13, 35.72)
H (5.12, -16.70, 37.15)
H (3.89, -15.04, 38.31)
H (2.15, -15.52, 38.47)
H (2.61, -14.55, 37.11)
H (3.38, -19.28, 37.19)
H (4.69, -18.89, 37.74)
C (2.57, -9.26, 16.61)
C (2.90, -7.95, 17.37)
C (1.73, -7.57, 18.33)
O (2.03, -6.47, 19.14)
C (1.10, -6.38, 20.14)
N (4.08, -8.16, 18.28)
H (1.87, -9.00, 15.82)
H (2.05, -10.00, 17.22)
H (3.42, -9.82, 16.22)
H (3.09, -7.13, 16.67)
H (1.53, -8.51, 18.84)
H (0.81, -7.33, 17.81)
H (1.14, -7.13, 20.93)
H (0.10, -6.13, 19.77)
H (1.41, -5.46, 20.64)
H (4.39, -7.29, 18.69)
H (3.88, -8.75, 19.07)
C (6.30, -20.95, 28.38)
C (6.09, -20.02, 27.20)
C (4.82, -20.35, 26.45)
O (5.15, -21.38, 25.52)
C (4.11, -22.42, 25.37)
N (6.02, -18.71, 27.90)
H (5.51, -20.99, 29.13)
H (7.05, -20.52, 29.05)
H (6.67, -21.96, 28.22)
H (6.99, -20.19, 26.60)
H (4.44, -19.45, 25.96)
H (4.07, -20.64, 27.18)
H (3.84, -22.94, 26.29)
H (4.52, -23.12, 24.65)
H (3.22, -21.86, 25.09)
H (5.15, -18.68, 28.41)
H (6.70, -18.85, 28.63)
C (6.00, -7.12, 38.64)
C (4.70, -7.84, 38.93)
C (4.15, -8.78, 37.84)
O (3.85, -8.06, 36.55)
C (3.74, -8.94, 35.46)
N (4.96, -8.57, 40.14)
H (6.19, -6.36, 39.39)
H (5.85, -6.55, 37.72)
H (6.87, -7.76, 38.47)
H (3.92, -7.10, 39.08)
H (3.26, -9.31, 38.16)
H (4.89, -9.57, 37.76)
H (3.40, -8.28, 34.66)
H (3.04, -9.76, 35.62)
H (4.70, -9.30, 35.09)
H (4.05, -8.96, 40.36)
H (5.27, -7.98, 40.90)
C (-4.43, -5.97, 29.16)
C (-5.17, -6.20, 30.48)
C (-6.44, -5.39, 30.46)
O (-6.15, -3.92, 30.38)
C (-7.14, -3.04, 30.83)
N (-5.55, -7.58, 30.50)
H (-3.56, -6.60, 29.02)
H (-4.00, -4.98, 28.99)
H (-5.10, -6.11, 28.31)
H (-4.43, -5.89, 31.22)
H (-7.08, -5.70, 31.28)
H (-7.00, -5.71, 29.57)
H (-6.65, -2.06, 30.89)
H (-7.34, -3.45, 31.82)
H (-8.03, -2.97, 30.20)
H (-4.66, -8.03, 30.65)
H (-6.16, -7.76, 31.28)
C (10.03, -13.18, 17.88)
C (9.11, -12.12, 18.55)
C (9.86, -10.96, 19.33)
O (10.73, -11.43, 20.34)
C (11.36, -10.21, 20.86)
N (8.22, -11.74, 17.48)
H (10.66, -13.61, 18.66)
H (10.80, -12.87, 17.18)
H (9.46, -13.94, 17.34)
H (8.55, -12.77, 19.21)
H (9.08, -10.32, 19.75)
H (10.51, -10.45, 18.62)
H (12.19, -9.92, 20.21)
H (11.88, -10.34, 21.80)
H (10.65, -9.38, 20.93)
H (7.86, -10.84, 17.75)
H (7.39, -12.31, 17.49)

LUMO energy = -6.8 eV
total charge = +1
multiplicity = 1



[2]
Formula: C53H37ClF9NO7S
Source: the Open Molecules 2025 dataset
Level of theory: ωB97M-V/def2-TZVPD

Atoms and positions in Å:
C (-5.55, -4.21, -0.58)
C (-5.50, -3.23, 0.47)
C (-5.56, -1.88, 1.45)
C (-4.47, -0.73, 0.97)
C (-2.98, -0.90, 1.71)
C (-2.60, -2.11, 2.76)
C (-2.50, -3.49, 2.17)
C (-1.82, 0.20, 1.38)
C (-2.14, 1.46, 0.31)
C (-3.61, 1.61, -0.48)
S (-3.90, 2.97, -1.72)
O (-2.73, 3.93, -1.99)
O (-5.12, 3.88, -1.30)
F (-4.18, 2.18, -3.25)
C (-4.80, 0.48, -0.13)
C (-6.31, 0.46, -0.74)
F (-6.76, -0.89, -1.25)
F (-6.62, 1.36, -1.86)
C (-7.30, 1.00, 0.50)
F (-6.55, 1.56, 1.64)
F (-8.27, 2.01, -0.08)
C (-0.87, 2.48, 0.16)
O (-0.84, 3.79, 0.33)
C (0.61, 1.73, -0.10)
C (1.67, 2.20, -1.25)
C (1.31, 3.47, -2.25)
C (1.83, 4.93, -1.70)
C (2.79, 4.84, -0.36)
O (2.32, 4.96, 0.89)
O (4.28, 4.68, -0.47)
C (3.12, 1.37, -1.33)
Cl (4.45, 1.83, -2.59)
C (3.46, 0.11, -0.29)
O (4.79, -0.51, -0.45)
C (2.34, -0.32, 0.85)
C (2.74, -1.56, 1.84)
C (3.14, -1.33, 3.44)
C (3.57, -2.67, 4.28)
N (3.62, -4.09, 3.80)
C (3.27, -4.27, 2.35)
C (2.80, -3.12, 1.27)
C (0.90, 0.47, 0.96)
C (-0.30, 0.09, 2.06)
O (-0.07, -0.21, 3.34)
H (-6.00, -4.88, -1.45)
H (-6.68, -1.54, 1.43)
H (-5.37, -2.29, 2.55)
H (-2.43, -1.89, 3.92)
H (-3.03, -4.41, 2.72)
H (-1.97, -3.75, 1.15)
H (-8.00, 0.07, 0.79)
H (1.81, 3.22, -3.30)
H (0.14, 3.57, -2.43)
H (2.42, 5.49, -2.57)
H (0.86, 5.59, -1.50)
H (4.65, 5.30, 0.25)
H (4.84, -1.41, 0.00)
H (3.16, -0.27, 3.95)
H (3.88, -2.49, 5.42)
H (3.33, -5.38, 1.92)
H (2.58, -3.43, 0.16)
F (-10.02, 0.24, 1.70)
C (-11.08, 1.06, 1.57)
C (-11.54, 1.76, 2.67)
C (-12.63, 2.62, 2.53)
C (-13.26, 2.75, 1.29)
C (-12.79, 2.03, 0.19)
C (-11.69, 1.18, 0.33)
H (-11.04, 1.64, 3.63)
H (-12.99, 3.18, 3.39)
H (-14.12, 3.41, 1.19)
H (-13.29, 2.13, -0.77)
H (-11.31, 0.63, -0.52)
F (5.48, -4.52, -1.16)
C (6.26, -5.47, -0.62)
C (6.90, -6.38, -1.45)
C (7.72, -7.36, -0.89)
C (7.87, -7.43, 0.49)
C (7.22, -6.51, 1.32)
C (6.41, -5.52, 0.76)
H (6.77, -6.32, -2.53)
H (8.23, -8.08, -1.53)
H (8.51, -8.20, 0.93)
H (7.34, -6.57, 2.40)
H (5.90, -4.80, 1.38)
F (-2.01, 10.81, -1.85)
C (-2.02, 9.51, -1.55)
C (-2.82, 8.64, -2.28)
C (-2.82, 7.28, -1.98)
C (-2.03, 6.80, -0.93)
C (-1.24, 7.68, -0.19)
C (-1.23, 9.04, -0.50)
H (-3.43, 9.03, -3.09)
H (-3.44, 6.59, -2.55)
H (-2.04, 5.74, -0.68)
H (-0.63, 7.31, 0.63)
H (-0.61, 9.73, 0.05)
F (9.87, -7.01, -2.59)
C (10.75, -6.00, -2.51)
C (12.02, -6.23, -1.99)
C (12.93, -5.18, -1.91)
C (12.56, -3.90, -2.34)
C (11.28, -3.68, -2.85)
C (10.37, -4.73, -2.94)
H (12.28, -7.23, -1.66)
H (13.93, -5.35, -1.52)
H (13.27, -3.08, -2.28)
H (10.99, -2.68, -3.18)
H (9.37, -4.58, -3.35)

LUMO energy = -2.4 eV
total charge = 0
multiplicity = 1



[3]
Formula: C53H38N12O4Pb
Source: the Open Molecules 2025 dataset
Level of theory: ωB97M-V/def2-TZVPD

Atoms and positions in Å:
Pb (0.20, -2.24, -2.35)
O (-0.89, -6.36, -3.97)
C (-0.47, -5.39, -3.35)
N (-1.00, -4.13, -3.40)
C (-2.08, -3.94, -4.36)
C (-2.09, -2.57, -5.02)
C (-2.75, -2.38, -6.24)
C (-2.74, -1.10, -6.79)
C (-2.09, -0.04, -6.15)
C (-1.47, -0.35, -4.95)
N (-1.50, -1.56, -4.39)
C (0.76, -5.55, -2.52)
C (1.34, -6.83, -2.52)
C (2.56, -6.99, -1.86)
C (3.15, -5.93, -1.14)
C (2.44, -4.74, -1.16)
N (1.27, -4.56, -1.80)
H (-2.01, -4.73, -5.13)
H (-3.03, -4.00, -3.78)
H (-3.33, -3.19, -6.69)
H (-3.24, -0.97, -7.75)
H (-2.01, 0.97, -6.57)
H (-0.96, 0.41, -4.38)
H (0.80, -7.64, -3.01)
H (3.04, -7.96, -1.90)
H (4.14, -6.01, -0.69)
H (2.85, -3.87, -0.67)
C (0.59, -1.78, 12.01)
O (-0.24, -2.67, 11.20)
C (-0.16, -2.48, 9.86)
C (-1.02, -3.28, 9.08)
C (-0.94, -3.24, 7.72)
C (-0.08, -2.37, 7.06)
C (0.73, -1.54, 7.86)
C (0.73, -1.59, 9.23)
C (-0.06, -2.24, 5.63)
N (-0.83, -3.00, 4.85)
C (-0.47, -2.66, 3.58)
C (0.50, -1.66, 3.57)
N (0.77, -1.41, 4.91)
C (1.13, -1.18, 2.43)
C (2.11, -0.18, 2.44)
C (2.76, 0.10, 1.24)
C (2.49, -0.69, 0.12)
N (1.52, -1.62, 0.06)
C (0.79, -1.84, 1.17)
C (-0.35, -2.77, 1.13)
N (-0.87, -3.19, -0.03)
C (-1.85, -4.10, -0.02)
C (-2.41, -4.63, 1.15)
C (-1.98, -4.14, 2.36)
C (-0.96, -3.18, 2.36)
H (0.37, -2.04, 13.05)
H (0.36, -0.71, 11.86)
H (1.66, -1.96, 11.83)
H (-1.74, -3.93, 9.61)
H (-1.57, -3.90, 7.13)
H (1.48, -0.90, 7.42)
H (1.36, -0.93, 9.80)
H (1.42, -0.72, 5.28)
H (2.36, 0.35, 3.36)
H (3.55, 0.88, 1.18)
H (3.06, -0.59, -0.81)
H (-2.20, -4.45, -1.01)
H (-3.15, -5.45, 1.08)
H (-2.36, -4.50, 3.32)
C (-1.01, 12.09, -1.71)
O (-0.10, 11.28, -2.46)
C (-0.14, 9.92, -2.29)
C (0.78, 9.17, -3.05)
C (0.81, 7.82, -2.91)
C (-0.08, 7.17, -2.03)
C (-1.01, 7.94, -1.30)
C (-1.05, 9.30, -1.41)
C (-0.03, 5.76, -1.94)
N (0.94, 5.07, -2.54)
C (0.66, 3.78, -2.23)
C (-0.47, 3.66, -1.40)
N (-0.91, 4.96, -1.24)
C (-0.99, 2.41, -0.99)
C (-2.05, 2.32, -0.11)
C (-2.60, 1.06, 0.08)
C (-2.07, -0.05, -0.64)
N (-1.02, 0.02, -1.43)
C (-0.40, 1.22, -1.58)
C (0.83, 1.34, -2.39)
N (1.33, 0.24, -2.99)
C (2.34, 0.39, -3.85)
C (2.91, 1.63, -4.18)
C (2.42, 2.77, -3.58)
C (1.34, 2.64, -2.69)
H (-0.92, 13.11, -2.13)
H (-0.73, 12.17, -0.66)
H (-2.06, 11.75, -1.86)
H (1.49, 9.72, -3.68)
H (1.50, 7.20, -3.48)
H (-1.72, 7.47, -0.63)
H (-1.81, 9.88, -0.88)
H (-1.73, 5.26, -0.74)
H (-2.43, 3.19, 0.43)
H (-3.40, 0.90, 0.80)
H (-2.58, -0.99, -0.54)
H (2.67, -0.57, -4.31)
H (3.71, 1.69, -4.93)
H (2.79, 3.75, -3.79)
O (2.99, -4.61, -5.07)
C (2.45, -3.56, -4.80)
N (1.94, -2.48, -4.43)

LUMO energy (spin up / spin down) = -8.4 / -8.2 eV
relative energy (zero: lowest compared OMol25 entry of this formula, charge and spin) = 0.0 kJ/mol
total charge = +2
multiplicity = 1



> Number 3 is which compound?

C53H38N12O4Pb